(1)
ORCA calculation (wB97M-V/def2-TZVPD) on a 2-piece molecular cluster, C3H8O4P overall in a non-equilibrium geometry.

Geometry as XYZ:
```
16
Properties=species:S:1:pos:R:3:lowdin_charge:R:1
H 1.42607 -1.06892 1.71486 0.025
H -0.05465 -1.86533 1.29759 0.049
H 1.15264 -1.64663 -0.01957 0.073
O -3.19940 1.27274 -1.67863 -0.124
H -0.26861 0.75246 1.27013 0.076
H -0.53432 1.00086 -1.18289 0.001
O -2.77884 -0.07850 -1.54202 -0.330
P -2.56505 -0.56790 0.12287 0.408
O -3.09387 -1.93804 0.17150 -0.371
H -3.17996 1.50090 -0.74188 0.023
C 0.39956 0.78255 -0.84488 -0.169
H 0.87923 0.11393 -1.55310 0.072
O -3.11153 0.47232 0.96998 -0.373
C 0.74175 -1.20699 0.92588 -0.152
C 0.10011 0.11348 0.42724 -0.267
H 0.99915 1.68278 -0.82943 0.061
```

Energy relative to the best compared isomer or geometry (same formula, charge and spin), kcal per mole: 125.5
HOMO energy (alpha / beta), Ha: -0.1260 / -0.1186
E_LUMO (alpha / beta), Ha: 0.145 / 0.146
Frontier orbital gap (alpha / beta), eV: 7.37 / 7.20
Total charge: -1
Maximum force, eV/A: 4.1
Energy, hartree: -761.37706

=====

(2)
ORCA calculation (wB97M-V/def2-TZVPD) on a 2-piece molecular cluster, C6H14O2 overall.

Geometry as XYZ:
```
22
Properties=species:S:1:pos:R:3:lowdin_charge:R:1
H 2.92145 0.95447 2.92866 0.069
C 2.17342 1.27880 2.20161 -0.116
O 0.22686 0.47240 -2.75313 -0.060
H -2.18562 0.18785 -1.81782 0.088
H 2.66901 1.49458 1.25162 0.070
C -0.43398 -1.82396 -2.44038 -0.068
H -1.95226 -0.05240 2.54924 0.092
H -0.76014 -2.59959 -1.73980 0.080
C 1.07235 0.27540 2.04207 -0.153
H 1.81787 2.26475 2.51429 0.071
H -1.76325 -0.68787 -0.35442 0.067
H 1.14331 0.34281 -3.00359 0.080
H 0.68527 -0.59540 -1.08105 0.126
H -1.21450 0.96586 -0.54550 0.076
C -0.18462 0.58030 2.33867 -0.211
H -0.47961 1.53044 2.76874 0.119
C -0.16340 -0.49904 -1.76421 -0.493
O -1.23494 -0.22274 1.93918 -0.032
H -1.20617 -1.69026 -3.19849 0.083
H 1.31422 -0.66173 1.56385 0.103
H 0.44820 -2.25761 -2.92255 0.076
C -1.39646 0.03490 -1.07783 -0.064
```

SMILES: C/C=C/O.CC(C)O
Energy relative to the best compared isomer or geometry (same formula, charge and spin), kcal per mole: 37.3
HOMO energy, Ha: -0.3268
E_LUMO, Ha: 0.030
Frontier orbital gap, eV: 9.72
Maximum force, eV/A: 0.9
Energy, hartree: -387.44810

=====

(3)
ORCA calculation (wB97M-V/def2-TZVPD) on a 4-piece molecular cluster, C36H42N7O3 overall in a non-equilibrium geometry.

Geometry as XYZ:
```
88
Properties=species:S:1:pos:R:3:lowdin_charge:R:1
H -0.90840 8.58631 -0.07835 0.115
C -2.23622 3.67683 -7.24187 0.010
H 0.57389 7.74651 0.12109 0.115
H -2.49969 5.83491 -8.94606 0.111
C -3.09819 5.52206 1.04961 0.059
H -4.56279 4.60824 3.43218 0.130
H 2.31686 -2.71297 2.40005 0.147
C -3.51683 0.97018 2.74472 0.042
C -1.61732 3.01637 -6.18147 0.001
C -1.02412 4.37942 1.43903 0.070
O 1.46260 2.07404 0.99364 -0.066
C 3.75601 -7.20940 4.62124 0.041
C 0.45640 3.23084 -7.30563 0.002
C -0.12420 -2.74570 1.89947 0.011
N -1.48382 4.10452 -8.32503 -0.122
H -3.25694 4.02966 -7.23575 0.135
H -2.97183 7.37568 -0.12361 0.159
H 3.85697 -6.27517 5.15362 0.140
N -4.37923 1.32331 3.72430 -0.105
C -2.17769 4.87328 -9.34566 0.001
C 1.97383 -3.72918 2.52674 0.104
H 1.53375 3.22156 -7.38067 0.126
H 3.42650 0.51100 -4.27145 0.132
O -0.06044 0.71653 0.40341 -0.060
H -1.06567 -5.11739 2.60108 0.156
C 0.50127 2.25527 -5.00691 -0.155
H 2.87733 1.64187 -1.03581 0.084
H -1.05822 -3.11245 1.47380 0.106
C 2.81853 -7.31509 3.57129 -0.110
H -2.97020 4.31396 -9.84283 0.110
C -4.88551 0.17641 4.50033 0.034
H 3.97743 0.61721 -2.05013 0.104
C 2.07181 -6.09227 3.17201 -0.169
C 2.94798 0.83637 -1.76676 0.017
C -0.35200 5.44172 0.76655 0.106
N 0.61801 -3.92439 2.32608 -0.082
C -0.24364 2.82903 -6.18484 -0.176
H -5.83625 0.39045 4.98857 0.113
N 2.06159 1.22252 -2.88579 -0.127
H 2.95870 -10.73774 3.07591 0.157
H -1.54591 5.01095 -10.22317 0.103
H -0.70423 3.12509 -3.49047 0.104
H -5.28732 -0.52397 3.76812 0.115
H 1.84120 -8.68336 2.12152 0.132
H 5.19429 -8.39918 5.76004 0.151
H 0.32006 4.32090 -9.17954 0.146
C 0.01301 -5.06955 2.62492 0.026
H -0.49250 7.49380 -1.38990 0.122
C -4.21257 3.59498 3.30157 0.091
C 0.73625 -6.18842 3.01873 0.036
C -4.82544 2.53851 3.99608 0.026
C 2.74070 -4.86591 3.00507 0.098
H 3.94305 -11.10899 5.69584 0.129
H -0.38112 -2.10022 2.73938 0.114
H 2.45125 -0.01535 -1.30205 0.093
H -3.31640 -0.08457 2.62759 0.148
H -4.08097 -0.07430 5.19167 0.125
H -4.16374 5.64419 1.17655 0.130
C -3.13354 3.35188 2.36461 -0.097
C -0.42063 7.64000 -0.31214 0.023
H -5.57099 2.75443 4.74704 0.161
C -0.18478 3.90715 -8.31910 -0.032
N 4.14515 -9.58838 4.38900 -0.081
O 1.50063 0.02026 1.59292 -0.033
C 0.13638 2.46617 -3.65048 0.004
H 1.96584 1.28176 -6.23178 0.112
C 3.15999 -9.74322 3.44577 0.068
C 2.46276 0.98584 -4.16132 -0.010
H 0.63789 2.01919 -1.60599 0.099
H 0.69609 5.63023 0.58665 0.147
H 0.42189 -2.15251 1.16597 0.091
H 5.02373 -11.46208 4.23775 0.124
N 0.93909 0.93378 1.04099 -0.674
H 0.22116 -7.10335 3.27173 0.146
C 4.70105 -10.75163 4.99883 0.001
H 3.78002 -4.84257 3.29772 0.130
H -2.16608 1.68430 1.30764 0.112
C -2.41518 4.40269 1.60475 -0.119
C 4.43555 -8.33471 4.99416 0.073
C 1.65634 1.45203 -5.21119 0.009
C -2.86151 2.01505 2.06487 0.064
C -2.46340 6.57907 0.39918 0.019
H 5.59603 -10.58101 5.59716 0.116
C 0.92757 1.91187 -2.64088 -0.039
H -0.44931 3.64175 1.97925 0.122
H -2.28376 2.75352 -5.37328 0.117
N -1.12981 6.52105 0.30417 -0.094
C 2.58196 -8.56145 2.89793 0.082
```

HOMO energy (alpha / beta), Ha: -0.4460 / -0.5809
E_LUMO (alpha / beta), Ha: -0.364 / -0.364
Frontier orbital gap (alpha / beta), eV: 2.22 / 5.89
2S+1: 2
Total charge: +4
Maximum force, eV/A: 4.2
Energy, hartree: -2004.53697

=====

(4)
ORCA calculation (wB97M-V/def2-TZVPD) on C50H65CsN3O5P2STe as an isolated structure in a non-equilibrium geometry.

Geometry as XYZ:
```
128
Properties=species:S:1:pos:R:3:lowdin_charge:R:1
C 2.56123 2.72335 2.34800 -0.275
H -2.94186 -4.96385 -1.18125 0.089
C 3.74782 2.63376 0.12146 -0.360
H 4.90791 -0.94488 -0.82647 0.105
C -4.57429 -2.99754 3.62496 -0.032
H 2.22891 3.72798 -3.29061 0.003
H 2.63263 6.31719 -0.51898 0.056
H 0.22062 4.28207 0.44296 0.007
H 4.15202 3.22814 -0.68645 0.078
O 6.65426 3.34265 3.61816 0.069
H -0.42950 1.51505 6.85822 0.017
H 3.50552 2.45323 -2.89072 -0.038
H -1.71466 -3.86321 -5.15463 0.123
C -3.06319 2.18034 4.25140 -0.079
C -0.48431 -3.18611 -3.53667 -0.109
C 1.73323 5.29108 1.76775 -0.058
H 0.05082 4.80750 4.67833 0.070
C -3.46164 -1.65784 0.55920 -0.349
H 6.97509 0.38538 -3.82082 0.093
C -2.29278 -4.44260 -1.86507 -0.053
H 1.04805 6.26600 4.65572 0.086
H 3.86039 1.00683 2.10507 0.053
H -0.66511 0.76029 -3.62887 0.063
C -5.17650 1.96399 -1.85821 -0.058
C -3.33023 0.75926 2.26044 -0.406
C -4.68398 1.38605 -3.04593 -0.094
H 5.25298 -2.58581 -1.42711 0.117
C 2.60648 5.23132 -0.55833 -0.048
C -2.43105 -3.86703 1.22174 -0.316
H 3.95470 3.78890 -3.86713 0.004
H 0.24365 -2.76314 -4.17901 0.098
H -3.19868 -5.13928 -3.69430 0.091
C -4.66417 0.60971 2.61313 -0.121
C -4.54272 1.62780 -0.62431 -0.070
H -5.58802 -3.19489 0.42065 0.110
H -5.88245 -3.17442 5.36715 0.100
H 1.73846 -4.10636 -0.35630 0.074
C -5.74026 -3.27825 4.30319 -0.096
C 4.46384 1.50921 -6.06720 -0.484
H -5.02261 1.91869 0.30190 0.091
O -0.43262 0.55005 6.87771 -0.095
H -2.15629 -4.27205 2.19672 0.083
H -0.32886 -8.30810 1.10130 0.113
C -3.54906 0.63565 -3.00189 -0.108
C -5.20617 1.21806 3.69528 -0.096
H 3.56943 5.01240 -1.08581 0.083
N -3.32354 -2.68211 1.52393 -0.189
C -6.90138 -3.51283 3.56010 -0.089
H -1.25490 4.79185 0.66383 0.039
H -3.02123 -4.61762 0.74930 0.068
H 5.18154 2.32824 -6.28990 0.014
C 4.82480 -1.57559 -1.72609 -0.171
H 1.73789 -8.32460 -0.39201 0.115
H -7.77041 -3.82948 1.59449 0.099
C 5.59765 -1.09297 -3.02617 -0.180
P -0.85160 -3.41545 0.41765 1.075
H -7.83514 -3.68951 4.15288 0.111
H 2.76696 -2.24167 -1.36734 0.080
Cs 0.90764 1.33867 -0.26577 1.088
H 4.90260 0.82604 -5.32414 -0.024
H -3.09026 -1.97505 -0.42486 0.059
H 2.21584 0.68420 2.65253 0.058
H 1.70362 2.96579 4.25801 0.117
N 5.60268 1.31436 -2.65035 0.007
H -1.98896 -0.25667 -1.88153 0.101
H 2.86351 -6.23596 -0.95074 0.113
O -0.13078 1.01974 -2.83530 -0.291
H 6.17812 -1.94229 -3.38386 0.107
H -3.19952 0.14885 -3.87600 0.095
C -2.40206 -4.59715 -3.25929 -0.065
C 3.10509 3.13662 -3.64393 -0.504
C -3.36663 0.88474 -0.56576 -0.360
H -2.34606 2.75435 4.88866 0.109
N 2.79366 -0.51651 -2.46791 0.000
C -2.97777 0.30848 -1.78372 -0.147
O -0.74726 4.01069 0.42610 -0.133
C 0.54884 5.51956 3.98908 -0.074
C 6.45156 0.17121 -2.91390 -0.274
H -1.33121 -6.10560 1.74524 0.097
C -0.44639 -6.13405 1.10519 -0.101
H 3.18524 0.17055 -1.82958 0.004
Te 2.55200 2.23181 -5.48003 1.115
H -3.65215 -2.74498 4.21204 0.133
C 1.29624 -5.03665 -0.05607 -0.109
H -0.23397 6.05630 3.44355 0.071
C -0.29226 -3.01669 -2.19471 -0.100
H 3.30794 1.41842 3.81945 0.082
C 5.99900 2.53198 3.95397 -0.017
C 1.94087 -6.21391 -0.36708 -0.081
H 4.88133 -0.98825 -3.77568 0.054
C 3.39802 -1.83491 -2.16819 -0.269
H -5.32623 -0.03967 1.99062 0.120
H 6.10482 2.18704 -2.55612 0.081
C 1.88246 3.46114 3.30641 -0.027
C -1.55100 -3.84827 -4.04703 -0.104
C 0.16266 -7.36419 0.78830 -0.069
H 1.48533 6.33996 1.49475 0.125
C -4.54034 -2.96490 2.23593 -0.270
C 2.96617 3.29379 1.08199 -0.271
H 2.93259 -0.19603 -3.39696 0.012
H -5.27094 1.62895 -3.95154 0.113
C 1.42275 4.75809 3.06416 -0.282
H -4.97736 2.43693 5.42085 0.106
H 7.19300 0.06054 -2.09979 0.115
C 0.06213 -4.98585 0.59471 -0.384
C -4.42990 1.99401 4.57686 -0.058
C -5.68838 -3.24015 1.48670 -0.041
H -0.87396 0.32954 5.98432 0.069
H 1.71080 4.93254 -1.11139 0.078
C 1.29364 -7.37516 -0.01724 -0.108
H -6.23614 1.11982 3.97431 0.100
H 4.22828 1.01355 -7.01020 -0.022
C -1.24387 -3.64753 -1.33635 -0.371
H 0.71906 0.55193 -2.97191 -0.041
S 0.54775 9.50934 -0.79002 0.619
C 1.58463 9.04955 -1.79937 -0.606
H 0.55167 -2.45524 -1.78835 0.078
O 3.98007 1.35000 0.01649 -0.269
H -6.05318 2.59859 -1.83531 0.096
C -2.56481 1.56297 3.11415 -0.114
C 2.50174 4.62656 0.83476 -0.262
P -2.53222 0.02909 0.84304 1.050
H 5.17638 1.21120 -1.74196 0.020
H -4.56119 -1.40819 0.44085 0.097
H -1.55248 1.80050 2.89568 0.081
H 3.37801 -2.51307 -3.03589 0.124
C 3.05686 1.35529 2.72381 -0.082
C -6.86500 -3.58114 2.14027 -0.067
```

Energy relative to the best compared isomer or geometry (same formula, charge and spin), kcal per mole: 48.1
HOMO energy (alpha / beta), Ha: -0.1798 / -0.2838
E_LUMO (alpha / beta), Ha: -0.004 / -0.004
Frontier orbital gap (alpha / beta), eV: 4.78 / 7.60
2S+1: 2
Maximum force, eV/A: 4.1
Energy, hartree: -3853.55588